Record 1
Formula: H30O15
Source: the OMol25 dataset
Level of theory: ωB97M-V/def2-TZVPD

Calculated values
E_tot: -31194.7417 eV
HOMO level: -0.3667 Ha
Energy above the lowest of the compared OMol25 structures with the same formula, charge and spin: 668.0 kJ/mol
Lowest unoccupied orbital energy: -0.529 eV
Orbital gap: 9.45 eV
Multiplicity: 1

CARTESIAN COORDINATES (ANGSTROEM)
H (-0.618, -0.384, -0.267)
H (0.921, -0.049, -0.208)
H (-2.789, 3.026, -1.640)
H (-2.498, 1.712, -0.912)
H (1.722, 2.948, -0.302)
H (2.432, 1.669, -0.168)
H (-3.460, -0.456, 0.103)
H (-2.857, 0.508, 1.030)
H (0.563, -3.088, -3.734)
H (1.263, -2.826, -2.258)
H (0.634, 4.826, -0.330)
H (0.077, 3.696, 0.658)
H (0.593, -0.231, 4.049)
H (-0.690, -0.551, 3.468)
H (-2.843, -1.332, 1.902)
H (-1.778, -2.338, 2.275)
H (4.166, 3.765, -1.860)
H (4.173, 2.236, -1.743)
H (4.352, -2.035, 1.013)
H (5.143, -3.400, 1.159)
H (-1.541, -2.151, -2.318)
H (-0.724, -3.300, -1.770)
H (4.481, -0.076, -0.876)
H (5.691, 0.226, 0.170)
H (-0.607, 1.769, 2.653)
H (-0.526, 0.343, 2.082)
H (-2.566, -2.390, -0.193)
H (-1.360, -3.307, 0.000)
H (-4.731, 0.208, -1.029)
H (-6.199, 0.573, -1.284)
O (0.011, 0.345, -0.379)
O (-3.109, 2.431, -0.862)
O (2.509, 2.518, 0.132)
O (-3.737, 0.313, 0.545)
O (1.343, -3.267, -3.174)
O (-0.044, 4.606, 0.417)
O (0.161, -0.862, 3.413)
O (-1.884, -1.474, 2.001)
O (3.645, 2.981, -1.721)
O (4.313, -2.914, 1.401)
O (-1.066, -2.377, -1.519)
O (5.252, -0.466, -0.469)
O (-0.145, 1.302, 1.937)
O (-2.275, -3.263, 0.275)
O (-5.400, 0.538, -1.670)

=====

Record 2
Formula: C21H41F18N4O13S
Source: the OMol25 dataset
Level of theory: ωB97M-V/def2-TZVPD

Calculated values
E_tot: -114744.4827 eV
HOMO level: -0.6199 Ha
Lowest unoccupied orbital energy: -10.461 eV
Orbital gap: 6.41 eV
Charge: +3
Multiplicity: 1

CARTESIAN COORDINATES (ANGSTROEM)
N (3.931, 1.505, -0.085)
H (3.621, 2.395, -0.498)
H (4.454, 0.925, -0.739)
H (3.042, 0.985, 0.118)
H (4.375, 1.549, 0.825)
N (3.422, -1.060, 2.532)
H (4.032, -0.347, 2.134)
H (3.178, -0.592, 3.408)
H (4.032, -1.809, 2.876)
H (2.664, -1.302, 1.890)
N (1.040, -3.995, 1.177)
H (1.208, -4.023, 2.180)
H (0.672, -3.049, 0.890)
H (0.399, -4.756, 0.934)
H (1.963, -4.163, 0.776)
N (0.261, -0.597, 4.924)
H (0.484, -1.592, 4.890)
H (-0.048, -0.209, 4.005)
H (1.157, -0.186, 5.170)
H (-0.467, -0.535, 5.642)
C (-0.753, 0.857, -0.249)
F (-0.692, 2.157, 0.035)
F (-2.029, 0.555, -0.118)
F (-0.427, 0.577, -1.501)
S (0.284, -0.112, 0.993)
O (1.639, 0.415, 0.793)
O (-0.175, 0.141, 2.370)
O (0.200, -1.539, 0.630)
C (-3.684, -3.282, 1.608)
C (-2.761, -2.553, 2.542)
O (-2.822, -1.137, 2.407)
C (-3.686, -0.437, 3.158)
O (-4.524, -0.964, 3.827)
C (-3.521, 1.094, 3.151)
F (-2.651, 1.443, 2.218)
F (-4.691, 1.689, 2.974)
F (-3.050, 1.582, 4.324)
H (-3.449, -4.344, 1.585)
H (-3.516, -2.945, 0.583)
H (-4.727, -3.103, 1.862)
H (-1.720, -2.768, 2.277)
H (-2.918, -2.784, 3.598)
C (0.997, -1.181, -3.903)
C (2.500, -0.951, -4.185)
O (2.744, -0.197, -5.353)
C (2.944, -0.811, -6.533)
O (2.771, -1.962, -6.765)
C (3.258, 0.267, -7.620)
F (3.711, 1.414, -7.108)
F (4.070, -0.299, -8.495)
F (2.110, 0.519, -8.246)
H (0.525, -1.865, -4.609)
H (0.465, -0.230, -3.982)
H (0.707, -1.564, -2.921)
H (2.913, -1.960, -4.201)
H (2.889, -0.403, -3.327)
C (0.503, 2.623, -5.413)
C (1.287, 2.732, -4.125)
O (0.555, 3.669, -3.280)
C (0.800, 3.778, -2.000)
O (1.634, 3.182, -1.343)
C (-0.123, 4.857, -1.331)
F (-0.064, 6.002, -1.990)
F (-1.371, 4.461, -1.179)
F (0.438, 5.032, -0.125)
H (-0.514, 2.251, -5.282)
H (0.982, 2.033, -6.190)
H (0.342, 3.654, -5.737)
H (2.343, 2.969, -4.239)
H (1.245, 1.773, -3.601)
C (-1.028, 4.155, 2.677)
C (0.161, 3.484, 3.300)
O (0.425, 3.910, 4.635)
C (-0.029, 3.240, 5.682)
O (-0.811, 2.318, 5.705)
C (0.571, 3.711, 7.007)
F (-0.400, 3.717, 7.894)
F (1.503, 2.824, 7.420)
F (1.139, 4.905, 6.899)
H (-1.985, 3.911, 3.137)
H (-1.075, 3.784, 1.651)
H (-0.936, 5.239, 2.637)
H (1.025, 3.846, 2.737)
H (0.186, 2.394, 3.245)
C (-2.506, -1.717, -2.421)
C (-1.628, -2.909, -2.022)
O (-2.488, -4.025, -1.776)
C (-2.112, -5.040, -1.021)
O (-1.083, -5.130, -0.379)
C (-3.127, -6.212, -1.069)
F (-2.497, -7.362, -1.182)
F (-3.871, -6.235, 0.028)
F (-3.869, -6.034, -2.168)
H (-1.829, -0.937, -2.772)
H (-3.121, -1.414, -1.578)
H (-3.083, -2.015, -3.295)
H (-0.982, -2.704, -1.167)
H (-0.960, -3.182, -2.841)

=====

Record 3
Formula: C33H28F2N2O25S2
Source: the OMol25 dataset
Level of theory: ωB97M-V/def2-TZVPD

Calculated values
E_tot: -115938.6323 eV
HOMO level: -0.3498 Ha
Lowest unoccupied orbital energy: -2.287 eV
Orbital gap: 7.23 eV
Multiplicity: 1

CARTESIAN COORDINATES (ANGSTROEM)
C (-2.646, -0.804, 2.002)
C (-1.225, -0.810, 1.859)
O (-0.493, -0.748, 2.841)
N (-0.686, -0.863, 0.417)
H (-1.398, -1.168, -0.231)
H (-0.593, 0.089, 0.093)
C (0.411, -1.859, 0.197)
H (-3.001, -0.509, 2.989)
H (-2.954, -1.822, 1.762)
H (-3.098, -0.043, 1.365)
H (1.356, -1.351, 0.393)
H (0.433, -2.209, -0.835)
H (0.353, -2.695, 0.894)
N (-2.373, -1.537, -1.650)
S (-1.860, -1.618, -3.070)
O (-0.791, -0.741, -3.358)
O (-2.728, -2.114, -4.035)
F (-1.055, -3.003, -2.880)
S (-3.278, -0.162, -1.923)
O (-4.338, -0.024, -2.951)
O (-2.525, 1.071, -1.738)
F (-4.112, -0.219, -0.538)
C (2.358, 2.302, -2.342)
C (2.995, 2.948, -3.375)
C (2.272, 3.777, -4.363)
O (2.833, 4.092, -5.395)
C (0.851, 4.062, -3.975)
C (0.248, 3.318, -2.981)
C (0.936, 2.248, -2.190)
O (0.359, 1.505, -1.378)
O (-1.100, 3.507, -2.740)
O (4.356, 2.909, -3.656)
H (2.972, 1.668, -1.719)
H (0.342, 4.868, -4.482)
H (-1.365, 2.936, -2.016)
H (4.414, 3.182, -4.574)
C (2.445, 0.229, 4.054)
C (1.846, 0.462, 5.237)
C (2.533, 0.525, 6.566)
O (2.079, 0.823, 7.629)
C (3.998, 0.230, 6.465)
C (4.555, 0.015, 5.308)
C (3.851, -0.250, 3.955)
O (4.359, -0.575, 2.875)
O (5.968, -0.058, 5.182)
O (0.466, 0.562, 5.236)
H (1.711, 0.108, 3.271)
H (4.613, 0.430, 7.330)
H (6.216, -0.304, 4.288)
H (0.195, 0.729, 6.142)
C (-3.976, 5.507, -0.036)
C (-5.227, 4.914, -0.011)
C (-5.446, 3.514, 0.587)
O (-6.562, 2.959, 0.743)
C (-4.245, 2.973, 1.147)
C (-3.026, 3.587, 1.105)
C (-2.716, 4.916, 0.454)
O (-1.598, 5.458, 0.428)
O (-1.888, 2.945, 1.582)
O (-6.263, 5.597, -0.467)
H (-4.002, 6.542, -0.345)
H (-4.259, 1.970, 1.547)
H (-1.247, 3.660, 1.565)
H (-6.996, 4.977, -0.481)
C (-3.197, -6.875, 0.592)
C (-4.186, -7.028, -0.419)
C (-4.578, -5.924, -1.352)
O (-5.517, -5.827, -2.147)
C (-3.689, -4.791, -1.191)
C (-2.708, -4.672, -0.291)
C (-2.311, -5.678, 0.732)
O (-1.488, -5.694, 1.655)
O (-2.030, -3.526, -0.200)
O (-4.967, -8.124, -0.583)
H (-3.062, -7.785, 1.159)
H (-3.870, -3.991, -1.893)
H (-2.250, -2.908, -0.900)
H (-5.477, -7.927, -1.372)
C (6.652, 0.527, -1.290)
C (6.451, 0.016, -2.528)
C (5.251, -0.821, -2.871)
O (5.130, -1.350, -3.950)
C (4.228, -0.786, -1.765)
C (4.474, -0.233, -0.524)
C (5.804, 0.308, -0.125)
O (6.133, 0.664, 0.994)
O (3.444, -0.077, 0.356)
O (7.115, 0.350, -3.652)
H (7.556, 1.109, -1.187)
H (3.210, -1.126, -1.880)
H (3.853, -0.245, 1.207)
H (6.772, -0.215, -4.348)

=====

Record 4
Formula: C6H25BrNO6
Source: the OMol25 dataset
Level of theory: ωB97M-V/def2-TZVPD

Calculated values
E_tot: -90448.1824 eV
HOMO level: -0.2193 Ha
Energy above the lowest of the compared OMol25 structures with the same formula, charge and spin: 0.0 kJ/mol
Lowest unoccupied orbital energy: 3.242 eV
Orbital gap: 9.21 eV
Charge: -1
Multiplicity: 1

CARTESIAN COORDINATES (ANGSTROEM)
Br (0.442, 1.256, 0.739)
C (0.741, 4.344, -2.785)
C (0.504, 5.084, -1.474)
O (1.352, 4.478, -0.489)
H (0.173, 4.805, -3.602)
H (0.306, 3.347, -2.668)
H (1.781, 4.184, -3.055)
H (-0.537, 4.962, -1.163)
H (0.775, 6.139, -1.475)
H (1.102, 3.549, -0.365)
C (1.092, -3.930, -1.429)
C (0.670, -2.584, -0.812)
C (-0.656, -2.678, -0.066)
O (-0.583, -3.750, 0.842)
C (-1.632, -3.681, 1.801)
N (1.757, -2.213, 0.097)
H (2.107, -3.898, -1.824)
H (0.393, -4.184, -2.233)
H (1.084, -4.784, -0.750)
H (0.675, -1.856, -1.621)
H (-1.449, -2.816, -0.813)
H (-0.787, -1.740, 0.482)
H (-1.726, -4.482, 2.532)
H (-2.583, -3.519, 1.288)
H (-1.386, -2.787, 2.389)
H (1.494, -1.355, 0.584)
H (1.932, -2.878, 0.840)
O (1.002, -1.110, 3.107)
H (1.904, -1.375, 2.906)
H (0.919, -0.217, 2.722)
O (-1.599, 3.879, 1.023)
H (-1.184, 4.746, 0.984)
H (-0.846, 3.252, 1.051)
O (-0.827, 0.312, -2.202)
H (-1.493, 0.997, -2.312)
H (-0.325, 0.591, -1.409)
O (-1.896, 0.128, 3.050)
H (-1.201, 0.200, 2.371)
H (-1.498, -0.417, 3.736)